Computed, not measured: a structure of composition C26H32Br6F18O12 at a distorted geometry, with ωB97M-V/def2-TZVPD.

The lowest unoccupied orbital energy comes out at -0.090 eV. For the energy above the lowest of the compared OMol25 structures with the same formula, charge and spin, the calculation gives 0.0 kJ/mol. The electronic energy comes out at -19154.5532 hartree. The orbital gap comes out at 10.210 eV.

```
! RIJCOSX wB97M-V def2-TZVPD def2/J DEFGRID3
* xyz 0 1
C 5.87334 3.80037 1.24323
Br 6.48443 4.83425 -0.30131
Br 6.90575 2.18155 1.35522
Br 3.99581 3.44233 1.06771
H 6.12335 4.41958 2.08975
C -1.40912 0.38384 -8.14424
Br 0.25306 1.17254 -8.73606
Br -2.83889 0.76698 -9.38780
Br -1.82280 0.97234 -6.36571
H -1.32390 -0.69091 -8.15902
C -5.53307 0.36329 -0.34883
C -4.87206 1.73269 -0.20384
O -5.14194 2.54264 -1.35810
C -4.25248 2.51080 -2.32575
O -3.17986 1.97833 -2.30405
C -4.72026 3.22405 -3.60638
F -4.58144 2.37286 -4.62629
F -5.99019 3.61847 -3.55189
F -3.95150 4.29574 -3.83701
H -5.35745 -0.03415 -1.34731
H -6.61317 0.44485 -0.21437
H -5.15314 -0.30422 0.42152
H -3.80616 1.58234 -0.05278
H -5.28831 2.25850 0.65017
C 4.15180 2.17616 -4.00003
C 4.84017 2.79283 -2.81797
O 6.25237 2.48488 -2.70460
C 6.56404 1.27484 -2.29014
O 5.81798 0.38038 -2.03019
C 8.10004 1.14847 -2.13435
F 8.69087 1.17562 -3.34673
F 8.59694 2.16298 -1.41874
F 8.41102 -0.00314 -1.54484
H 4.77904 2.11886 -4.88961
H 3.29044 2.79129 -4.26616
H 3.79218 1.16569 -3.79654
H 4.40788 2.65540 -1.83029
H 4.88624 3.87736 -2.94002
C -0.35189 0.90647 -3.08301
C -0.33793 1.50730 -1.68752
O 0.92369 1.30922 -1.03662
C 1.02855 0.24100 -0.28088
O 0.12563 -0.46555 0.05802
C 2.46349 0.05693 0.26096
F 2.81342 -1.21985 0.18848
F 3.32903 0.79924 -0.41940
F 2.51277 0.43746 1.55028
H -0.65239 -0.14495 -3.08564
H 0.60461 0.99800 -3.59386
H -1.15677 1.39709 -3.62836
H -1.14532 1.06771 -1.10374
H -0.51474 2.57866 -1.72919
C -0.11531 -3.19847 -1.89445
C -1.33861 -3.99713 -2.29451
O -2.23244 -4.26161 -1.21244
C -3.10976 -3.30364 -0.95058
O -3.24781 -2.27249 -1.52683
C -4.03180 -3.71940 0.21885
F -5.27711 -3.93597 -0.24393
F -3.63075 -4.81491 0.84205
F -4.09044 -2.71777 1.10384
H -0.47214 -2.25647 -1.46054
H 0.44379 -2.83602 -2.75792
H 0.53529 -3.71976 -1.20017
H -1.01140 -4.98399 -2.63986
H -1.81925 -3.58528 -3.18227
C 0.28429 2.47835 3.29043
C -0.56022 2.33423 4.52843
O 0.23853 1.71049 5.54117
C -0.39433 1.38198 6.65311
O -1.45373 1.79415 7.00915
C 0.46204 0.43604 7.52166
F 0.05941 -0.83387 7.32645
F 1.75266 0.50168 7.22033
F 0.29250 0.72741 8.81094
H 1.13141 3.16219 3.39136
H -0.25672 2.80075 2.39921
H 0.71998 1.51209 3.02304
H -1.40356 1.67294 4.31243
H -0.97869 3.28314 4.86280
C -2.15251 -6.13132 4.45894
C -0.91242 -5.26900 4.29363
O -1.30021 -3.96955 3.87187
C -0.36919 -3.03247 3.86588
O 0.78859 -3.17883 4.09560
C -0.99661 -1.66646 3.53563
F -0.22669 -0.98786 2.69020
F -2.21213 -1.76986 3.01711
F -1.08430 -0.94488 4.67778
H -1.96126 -7.20098 4.44807
H -2.86528 -5.91972 3.65648
H -2.64889 -5.89952 5.40239
H -0.15442 -5.74021 3.66544
H -0.42371 -5.18741 5.27305
*
```

***

Computed, not measured: a cluster of 6 separate species, C28H28Br4N4O8 in total at a distorted geometry, with ωB97M-V/def2-TZVPD.

As for the SMILES: O=[N+]([O-])c1ccccc1.O=[N+]([O-])c1ccccc1.O=[N+]([O-])c1ccccc1.O=[N+]([O-])c1ccccc1.BrCCBr.BrCCBr. The lowest unoccupied orbital energy comes out at -0.616 eV. For the energy above the lowest of the compared OMol25 structures with the same formula, charge and spin, the calculation gives 176.8 kJ/mol. The electronic energy comes out at -12200.3438 hartree. The orbital gap comes out at 9.243 eV.

```
! RIJCOSX wB97M-V def2-TZVPD def2/J DEFGRID3
* xyz 0 1
O -4.56043 -0.45530 1.04857
N -3.58429 -0.61373 1.72762
O -2.75175 -1.49783 1.53349
C -3.42285 0.14599 2.96055
C -4.02642 1.31697 3.06240
C -3.85292 2.05446 4.28542
C -3.10545 1.52694 5.28348
C -2.51504 0.27457 5.16079
C -2.71665 -0.43240 4.00794
H -4.61462 1.68550 2.23489
H -4.28203 2.97040 4.47716
H -2.74757 2.08246 6.08551
H -1.76177 0.03232 5.94332
H -2.20800 -1.42259 3.87488
O 0.83816 -0.60646 0.58502
N 0.95281 -0.24124 1.69677
O 1.47668 -0.85010 2.59533
C 0.42680 1.12212 2.08404
C 0.51247 1.51746 3.45073
C 0.11691 2.81771 3.84570
C -0.38387 3.69286 2.87874
C -0.44011 3.33159 1.52635
C -0.08796 2.03118 1.16267
H 0.98926 0.83024 4.10847
H 0.44840 3.14221 4.83486
H -0.74438 4.65494 3.22775
H -0.86050 4.10771 0.85194
H -0.04665 1.70662 0.15678
O -0.80965 0.51024 -2.89874
N 0.16715 0.05384 -2.38584
O 1.21739 0.70890 -2.21787
C 0.14922 -1.39033 -2.06560
C 1.28879 -2.13109 -2.09097
C 1.23460 -3.47178 -1.80630
C 0.05076 -4.05992 -1.51730
C -1.08954 -3.25679 -1.42266
C -1.09031 -1.90425 -1.74457
H 2.15742 -1.68291 -2.43259
H 2.06345 -4.17777 -1.98256
H -0.00171 -5.12945 -1.38568
H -2.04517 -3.76651 -1.27931
H -2.01746 -1.36569 -1.72684
O 5.77609 -0.10394 4.34530
N 4.98534 0.74050 3.93980
O 4.54561 1.58792 4.72409
C 4.60758 0.78693 2.49237
C 4.90985 -0.40678 1.81334
C 4.58308 -0.43096 0.44883
C 4.11368 0.66591 -0.16728
C 3.89896 1.85786 0.53602
C 4.13055 1.96540 1.88304
H 5.35024 -1.22079 2.34791
H 4.78508 -1.30226 -0.19485
H 4.04651 0.65393 -1.28523
H 3.68064 2.79337 0.01210
H 3.93906 2.74612 2.63666
Br 3.29549 -0.45290 -6.76239
C 1.75300 -0.04006 -5.67062
C 0.55696 -0.56751 -6.42189
Br 0.17929 0.58535 -7.94618
H 1.77715 1.05553 -5.58340
H 2.03946 -0.53381 -4.75226
H -0.33125 -0.58216 -5.79275
H 0.80235 -1.62150 -6.76769
Br -3.39447 -1.50999 -6.16625
C -3.65170 -0.88460 -4.31397
C -4.20428 -2.09749 -3.60290
Br -4.62241 -1.59186 -1.72138
H -4.31974 -0.00185 -4.34953
H -2.71826 -0.56369 -3.87529
H -3.59772 -3.00883 -3.53386
H -5.23926 -2.37896 -4.00607
*
```

***

Computed, not measured: the molecule C7H6Cl2FNO at a distorted geometry, with ωB97M-V/def2-TZVPD.

As for the SMILES: O=C(Cl)N/C=C/C=C\C=C(\F)Cl. The lowest unoccupied orbital energy comes out at -0.174 eV. For the energy above the lowest of the compared OMol25 structures with the same formula, charge and spin, the calculation gives 15.3 kJ/mol. The electronic energy comes out at -1420.5196 hartree. The orbital gap comes out at 8.147 eV.

```
! RIJCOSX wB97M-V def2-TZVPD def2/J DEFGRID3
* xyz 0 1
O 2.92090 1.87924 -0.07865
C 2.97914 1.02488 -0.88831
Cl 4.48807 0.88058 -1.79694
N 2.13575 0.10243 -1.31696
C 0.86192 -0.15142 -0.75132
C -0.06417 -1.01687 -1.22032
C -1.46800 -1.01566 -0.76507
C -1.96500 -0.52594 0.40299
C -1.24300 -0.09272 1.55602
C -1.87780 0.60443 2.49255
F -1.20041 1.04648 3.58326
Cl -3.54338 0.75485 2.71271
H 2.22728 -0.22972 -2.26658
H 0.79301 0.40205 0.10809
H 0.25706 -1.48449 -2.11923
H -2.07430 -1.31577 -1.48931
H -3.00682 -0.49514 0.33669
H -0.22025 -0.36720 1.50037
*
```

***

Computed, not measured: a cluster of 2 separate species, C5H9NO in total at a distorted geometry, with ωB97M-V/def2-TZVPD.

The lowest unoccupied orbital energy comes out at 0.704 eV. For the energy above the lowest of the compared OMol25 structures with the same formula, charge and spin, the calculation gives 514.5 kJ/mol. The electronic energy comes out at -325.7416 hartree. The orbital gap comes out at 7.512 eV.

```
! RIJCOSX wB97M-V def2-TZVPD def2/J DEFGRID3
* xyz 0 1
C 1.00209 0.42139 -1.43851
N 0.23945 0.13370 -0.19434
C 0.77136 -0.95319 0.66662
C -0.48163 -1.18694 -0.07750
C -2.01757 -0.92576 1.45994
O -2.81268 -1.76206 1.44223
C -0.43149 1.37829 0.45588
H 1.70034 1.23435 -1.23636
H 0.29052 0.72054 -2.21137
H 1.55445 -0.46008 -1.79874
H 1.73888 -1.37791 0.37720
H 0.69585 -0.68155 1.72230
H -0.37716 -1.80254 -0.97480
H -1.49934 1.28283 0.67314
H -0.02022 1.79926 1.39388
H -0.35287 2.17967 -0.25958
*
```

***

Computed, not measured: a structure of composition C32H46BN8O6SSbSi2Sn at a distorted geometry, with ωB97M-V/def2-TZVPD.

The lowest unoccupied orbital energy comes out at -1.304 eV. The electronic energy comes out at -3592.7931 hartree. The orbital gap comes out at 5.725 eV.

```
! RIJCOSX wB97M-V def2-TZVPD def2/J DEFGRID3
* xyz 0 1
Sn -0.50452 0.66971 2.15050
B 1.71446 1.39101 -3.16795
N 2.26111 0.83428 -1.77419
C 3.19094 1.30123 -0.89758
C 3.35847 0.36815 0.10704
C 2.44531 -0.58138 -0.16869
N 1.80542 -0.39289 -1.35760
N 0.51332 2.36431 -3.05020
C 0.49231 3.66601 -3.36442
C -0.70312 4.28106 -2.88228
C -1.46968 3.28802 -2.31467
N -0.72121 2.09039 -2.43242
H 2.65378 1.91800 -3.66660
H 1.54884 0.45739 -3.91042
H 3.73919 2.23055 -1.03699
H 4.12704 0.31294 0.87119
H 2.16216 -1.44630 0.34784
H 1.27157 4.06913 -3.95515
H -0.99458 5.36317 -2.97647
H -2.42841 3.40017 -1.77685
N -0.43503 -2.45295 4.65398
C 0.30198 -1.34905 4.89474
N 0.23007 -0.10709 4.25402
C 1.08064 0.81792 4.87288
C 1.16969 2.23507 4.67224
C 2.04114 2.97419 5.51936
C 2.71793 2.35750 6.55315
C 2.77238 0.94049 6.67813
C 1.88630 0.20158 5.87897
S 1.34813 -1.38154 6.27907
H -1.04417 -2.45816 3.82578
H -0.12411 -3.33877 5.03224
H 0.54169 2.72285 3.88811
H 2.04681 4.06188 5.41871
H 3.29720 2.92991 7.23410
H 3.29564 0.41462 7.46722
C -1.47472 5.58152 5.08141
Si -2.77973 5.00381 3.73897
C -4.48768 5.37915 4.35885
C -2.67005 6.08614 2.19370
C -2.39868 3.24444 3.25332
C -1.89877 2.21346 2.80999
H -0.40741 5.37693 4.73669
H -1.69070 5.07586 6.01292
H -1.56764 6.64999 5.24266
H -4.56389 6.43614 4.66676
H -4.86182 4.72542 5.14669
H -5.21857 5.28742 3.51577
H -3.04258 7.08905 2.44251
H -3.32174 5.66055 1.42821
H -1.70288 6.28529 1.67385
O -2.96254 -1.08742 0.45118
C -2.07313 -1.68935 1.05266
O -1.46851 -1.21311 2.14718
C -1.56546 -3.00087 0.53540
C -0.23372 -3.35315 0.77962
C 0.17704 -4.44253 0.04701
C -0.60546 -5.28248 -0.69425
C -1.91521 -4.89620 -0.86349
C -2.41797 -3.79023 -0.20066
N -2.66419 -5.43667 -1.97326
O -2.35172 -6.58481 -2.37411
O -3.56291 -4.67529 -2.39624
N 1.63098 -4.61702 -0.04988
O 2.07949 -5.46041 -0.85579
O 2.30806 -3.77017 0.57396
H 0.42900 -2.61459 1.23039
H -0.22242 -6.10863 -1.26797
H -3.44542 -3.48136 -0.39203
C -1.25220 0.33048 -5.34478
Si -2.36534 0.22052 -3.72456
C -3.84218 1.40992 -3.77951
C -3.02267 -1.51215 -3.43871
C -1.24735 0.78328 -2.16959
H -1.84010 0.31217 -6.31308
H -0.58573 -0.49519 -5.35054
H -0.60250 1.24883 -5.32916
H -4.48658 1.04778 -4.62273
H -3.66685 2.49229 -3.99004
H -4.49872 1.38699 -2.91714
H -3.52891 -1.72745 -4.36486
H -3.77415 -1.40441 -2.66972
H -2.31776 -2.24489 -3.11360
H -0.45164 0.07516 -2.06622
H -1.86009 0.80712 -1.29260
C 3.14762 -5.88161 -3.72301
Sb 3.41851 -3.90105 -2.96166
C 5.14558 -4.15445 -1.64596
C 4.27446 -2.77676 -4.61515
H 3.55816 -5.79706 -4.76792
H 2.05568 -6.10370 -3.77305
H 3.76275 -6.53370 -3.14221
H 5.41620 -5.20201 -1.84036
H 4.85742 -4.03923 -0.60385
H 5.81292 -3.37545 -1.91048
H 5.39560 -2.80462 -4.55078
H 3.99896 -1.72950 -4.35136
H 3.86115 -3.17559 -5.54620
*
```

***

Computed, not measured: the molecule C15H10F3N3OS at a distorted geometry, with ωB97M-V/def2-TZVPD.

As for the SMILES: NC(=S)c1ccc(-n2nc(C(F)(F)F)cc2-c2ccco2)cc1. The lowest unoccupied orbital energy comes out at -0.113 eV. For the energy above the lowest of the compared OMol25 structures with the same formula, charge and spin, the calculation gives 132.6 kJ/mol. The electronic energy comes out at -1514.8205 hartree. The orbital gap comes out at 7.962 eV.

```
! RIJCOSX wB97M-V def2-TZVPD def2/J DEFGRID3
* xyz 0 1
N 0.88909 0.84531 -5.54984
C 0.53036 -0.12626 -4.69029
S 0.15435 -1.66650 -5.19747
C 0.59637 -0.08634 -3.24100
C -0.50006 -0.49348 -2.43904
C -0.52945 -0.41295 -1.03953
C 0.58093 0.25943 -0.41049
N 0.54484 0.57787 0.97448
N 0.73343 1.89589 1.33920
C 0.35186 2.02252 2.57101
C 0.18165 3.33590 3.34051
F 0.26136 4.33906 2.50096
F -1.01988 3.48797 3.98171
F 1.18007 3.48857 4.26864
C -0.06672 0.68535 3.07623
C -0.08316 -0.16686 2.09651
C -0.57546 -1.58852 2.13607
C -1.77669 -1.94753 2.57517
C -1.86350 -3.27929 2.22930
C -0.69185 -3.73116 1.76736
O 0.24583 -2.69114 1.82886
C 1.58490 0.78274 -1.16739
C 1.60572 0.60035 -2.54882
H 0.82630 0.71079 -6.55545
H 1.19374 1.73406 -5.28167
H -1.35996 -0.95246 -2.97796
H -1.50193 -0.77878 -0.61519
H -0.41862 0.45042 4.07969
H -2.54294 -1.27584 2.90455
H -2.76260 -3.76460 2.47111
H -0.45046 -4.73674 1.40343
H 2.39548 1.36617 -0.70215
H 2.28702 1.11605 -3.12851
*
```